No. 1
{"formula": "C18H29InN2O2P2Se", "method": "ωB97M-V/def2-TZVPD", "species": ["C", "C", "N", "C", "C", "C", "C", "P", "In", "P", "C", "C", "C", "C", "C", "C", "C", "O", "O", "H", "H", "H", "C", "C", "H", "H", "H", "H", "C", "C", "H", "H", "H", "H", "H", "H", "H", "H", "H", "H", "H", "H", "H", "H", "H", "H", "H", "H", "H", "H", "H", "H", "Se", "C", "N"], "xyz": [[3.4627, -1.0273, 2.2953], [2.5440, -0.4161, 1.4026], [1.1916, -0.5881, 1.6400], [0.7646, -1.0668, 2.8158], [1.6597, -1.5320, 3.7823], [3.0271, -1.5327, 3.5055], [2.9801, 0.3372, 0.2863], [1.8496, 1.3650, -0.6428], [-0.3840, 0.2931, -0.0624], [-1.7734, -1.1632, 1.5851], [-0.7389, -1.0883, 3.1190], [-1.7376, 0.8622, -1.7981], [-1.8655, 2.2071, -2.0626], [-2.7110, 2.6193, -3.1262], [-3.3965, 1.6649, -3.8765], [-3.2538, 0.2976, -3.5818], [-2.4172, -0.1054, -2.5303], [3.6748, -2.0032, -1.6838], [1.3998, -1.2569, -3.4853], [4.5096, -1.0289, 2.0009], [1.2555, -1.8902, 4.7249], [3.7305, -1.9190, 4.2384], [2.1217, 2.9513, 0.1749], [2.2213, 1.5838, -2.3864], [-0.9799, -1.9532, 3.7718], [-1.0120, -0.1581, 3.6626], [3.4629, -1.2699, -1.0815], [4.0633, 0.4134, 0.1131], [-3.4341, -0.6296, 2.1175], [-1.9143, -2.9721, 1.3202], [-1.3464, 2.9556, -1.4623], [-2.8214, 3.6822, -3.3335], [-4.0466, 1.9759, -4.6953], [-3.7902, -0.4528, -4.1639], [-2.2864, -1.1696, -2.3079], [-0.2933, -1.1076, -1.1835], [0.6370, -1.8927, -3.6124], [1.9006, -1.6094, -2.7105], [3.5609, -2.8394, -1.1748], [-0.7111, -1.6885, -0.8597], [3.1549, 3.2491, -0.0564], [1.4036, 3.7021, -0.1724], [2.0282, 2.8075, 1.2590], [3.2949, 1.7952, -2.5073], [1.9411, 0.6742, -2.9513], [1.6479, 2.4419, -2.7734], [-2.4415, -3.4604, 2.1599], [-2.4872, -3.1463, 0.3951], [-0.9119, -3.4205, 1.2253], [-3.8961, -1.3749, 2.7775], [-3.3979, 0.3474, 2.6123], [-4.0478, -0.5274, 1.2163], [-2.7800, 3.4153, 3.0224], [-1.6838, 2.5988, 1.9063], [-0.9284, 2.0504, 1.1518]], "nbo_charge": [-0.2895, 0.2346, -0.5988, 0.2622, -0.3476, -0.1379, -0.8849, 0.9942, 1.1000, 0.9433, -0.7461, -0.3084, -0.2802, -0.1871, -0.2341, -0.2069, -0.2926, -0.9782, -0.9644, 0.2168, 0.2134, 0.2190, -0.9410, -0.9728, 0.2433, 0.2739, 0.4961, 0.2358, -0.9414, -0.9472, 0.2153, 0.2111, 0.2139, 0.2081, 0.1839, -0.0214, 0.4732, 0.4942, 0.4740, 0.1022, 0.2332, 0.2382, 0.2601, 0.2389, 0.2950, 0.2530, 0.2442, 0.2430, 0.2518, 0.2361, 0.2820, 0.2541, -0.1882, 0.1607, -0.7297], "homo_energy_ev": -6.98, "e_lumo_ev": -0.02, "total_charge": 0, "orbital_gap_ev": 6.96}


No. 2
{"formula": "C7H14BN2O2Tc", "method": "ωB97M-V/def2-TZVPD", "species": ["C", "Tc", "N", "N", "H", "H", "H", "H", "H", "H", "H", "H", "H", "H", "O", "B", "O", "C", "C", "C", "C", "C", "C", "H", "H", "H", "H"], "xyz": [[-1.4964, 1.1418, -3.2149], [0.7223, 0.4468, -1.8156], [2.4478, 0.2379, -0.4710], [1.8576, -0.4107, -3.5079], [2.4900, -0.5835, 0.1483], [-0.5786, 1.5588, -2.6358], [-2.3953, 1.6658, -2.8658], [-1.6619, 0.0660, -3.0639], [-1.4035, 1.2716, -4.2935], [2.2627, -1.3467, -3.3305], [2.6471, 0.1943, -3.7784], [1.2632, -0.5064, -4.3486], [3.3731, 0.2164, -0.9151], [2.5569, 1.0106, 0.1956], [-0.2875, -1.4586, 0.4961], [-0.3347, -0.1984, -0.2586], [-1.3034, 0.6668, 0.4243], [-1.2847, 0.2076, 1.6980], [-1.5934, 0.8852, 2.8494], [-1.3343, 0.2595, 4.0763], [-0.7433, -1.0219, 4.1200], [-0.4033, -1.6908, 2.9377], [-0.6836, -1.0834, 1.7417], [-2.0283, 1.8862, 2.7999], [-1.5993, 0.7550, 4.9942], [-0.5635, -1.4976, 5.0694], [0.0742, -2.6724, 2.9486]], "lowdin_spin": [0.0349, 2.6887, 0.0203, 0.0710, 0.0049, 0.0304, 0.0015, 0.0058, 0.0012, 0.0050, 0.0101, 0.0075, 0.0010, 0.0111, 0.0015, 0.0521, 0.0433, 0.0012, 0.0031, 0.0000, 0.0036, -0.0003, 0.0021, 0.0001, -0.0001, 0.0002, -0.0001], "spin_multiplicity": 4, "homo_energy_ev": [-10.66, -10.65], "e_lumo_ev": [-3.54, -4.59], "total_charge": 1, "orbital_gap_ev": [7.12, 6.06]}


No. 3
{"formula": "C3H4BrCl", "method": "ωB97M-V/def2-TZVPD", "species": ["C", "C", "C", "Cl", "Br", "H", "H", "H", "H"], "xyz": [[-1.3292, 0.5860, 0.2234], [-0.6692, -0.5464, 0.3780], [1.8320, -0.0830, -0.2074], [-1.2932, -2.0952, 0.4433], [-3.2850, 0.7114, 0.0217], [-0.9071, 1.6173, -0.0371], [2.4823, -0.0246, 0.6732], [1.3890, 0.8321, -0.6547], [1.7803, -0.9976, -0.8404]], "nbo_charge": [-0.3860, -0.1194, -0.4181, 0.0735, -0.0138, 0.2445, 0.2051, 0.2030, 0.2112], "homo_energy_ev": -8.98, "e_lumo_ev": -1.36, "total_charge": 0, "orbital_gap_ev": 7.62}


The following energy above the lowest of the compared OMol25 structures with the same formula, charge and spin values (in kcal per mole) correspond, in order, to the records above: 10.59 0.00 98.39.